Entry 1:
{
  "formula": "C2H11NO3",
  "method": "wB97M-V/def2-TZVPD",
  "species": ["C", "C", "N", "H", "H", "H", "H", "H", "O", "H", "H", "O", "H", "H", "O", "H", "H"],
  "positions_angstrom": [[0.511, 1.834, 2.196], [0.627, 0.512, 2.390], [0.592, -0.471, 1.430], [0.126, 2.118, 1.221], [0.763, 2.503, 3.000], [0.951, 0.198, 3.352], [0.314, -0.145, 0.522], [0.342, -1.412, 1.677], [1.461, 1.253, -2.627], [1.364, 0.983, -3.540], [2.128, 1.931, -2.522], [-1.850, 0.325, -1.088], [-2.172, 0.741, -0.286], [-1.021, -0.134, -0.951], [-0.934, -3.063, -1.031], [-1.463, -2.304, -1.306], [-1.546, -3.576, -0.493]],
  "fmax_ha_per_bohr": 0.0278,
  "energy_ha": -363.23201,
  "smiles": "C=CN.O.O.O"
}

Entry 2:
{
  "formula": "C2H11NO3",
  "method": "wB97M-V/def2-TZVPD",
  "species": ["C", "C", "N", "H", "H", "H", "H", "H", "O", "H", "H", "O", "H", "H", "O", "H", "H"],
  "positions_angstrom": [[1.037, -2.339, -0.496], [0.071, -1.702, -1.272], [-0.080, -0.345, -1.386], [1.990, -1.851, -0.280], [0.977, -3.412, -0.318], [-0.645, -2.348, -1.810], [0.175, 0.387, -0.813], [-0.613, 0.052, -2.146], [-2.181, -0.116, 1.813], [-2.073, -1.003, 1.460], [-1.420, 0.430, 1.507], [0.166, 1.715, 1.994], [-0.033, 1.912, 2.913], [1.050, 1.336, 2.119], [0.652, 2.737, -1.388], [0.988, 1.837, -1.159], [-0.062, 2.709, -0.739]],
  "fmax_ha_per_bohr": 0.0640,
  "energy_ha": -363.21843,
  "smiles": "C=CN.O.O.O"
}

Entry 3:
{
  "formula": "C2H11NO4",
  "method": "wB97M-V/def2-TZVPD",
  "species": ["N", "C", "C", "O", "H", "H", "H", "H", "H", "O", "H", "H", "O", "H", "H", "O", "H", "H"],
  "positions_angstrom": [[0.010, -0.298, 0.979], [1.207, 0.043, 0.199], [1.432, 1.554, 0.006], [2.140, 2.187, 0.737], [-0.613, 0.497, 0.858], [0.213, -0.335, 1.972], [2.125, -0.324, 0.666], [1.148, -0.483, -0.756], [0.897, 2.039, -0.831], [-2.070, 1.782, -0.162], [-2.465, 1.573, -1.019], [-2.619, 2.507, 0.144], [-0.420, -1.537, -2.404], [-0.572, -1.836, -1.509], [-0.379, -2.348, -2.900], [-1.139, -2.849, 0.959], [-0.725, -1.987, 0.770], [-0.395, -3.392, 1.227]],
  "fmax_ha_per_bohr": 0.0179,
  "energy_ha": -438.49369,
  "smiles": "NCC=O.O.O.O"
}

Entry 4:
{
  "formula": "C2H11NO5",
  "method": "wB97M-V/def2-TZVPD",
  "species": ["O", "C", "N", "C", "O", "H", "H", "H", "H", "H", "O", "H", "H", "O", "H", "H", "O", "H", "H"],
  "positions_angstrom": [[0.701, -1.547, -0.147], [-0.254, -0.994, -0.656], [-0.127, 0.003, -1.582], [1.119, 0.749, -1.654], [1.900, 0.410, -2.764], [-1.255, -1.309, -0.385], [-0.979, 0.423, -1.913], [0.902, 1.812, -1.722], [1.655, 0.581, -0.723], [2.114, -0.533, -2.725], [-1.071, 1.552, 2.327], [-0.794, 1.433, 3.236], [-0.503, 0.986, 1.799], [-2.679, -0.249, 0.716], [-2.712, 0.304, 1.501], [-3.491, -0.581, 0.321], [0.896, -0.350, 2.328], [1.469, -0.543, 1.573], [1.287, -0.877, 3.034]],
  "fmax_ha_per_bohr": 0.0217,
  "energy_ha": -513.75648,
  "smiles": "O=CNCO.O.O.O"
}

Entry 5:
{
  "formula": "C2H12AgN4O6Y",
  "method": "wB97M-V/def2-TZVPD",
  "species": ["Ag", "Y", "O", "H", "O", "H", "O", "H", "O", "H", "C", "O", "N", "N", "H", "H", "H", "H", "C", "O", "N", "N", "H", "H", "H", "H"],
  "positions_angstrom": [[-0.038, 3.739, -0.105], [-2.025, 1.798, 2.332], [-3.019, 3.300, 0.906], [-3.834, 3.299, 1.445], [-0.909, 1.488, 0.279], [-0.714, 0.532, 0.231], [-3.415, 0.497, 1.172], [-4.287, 0.055, 1.183], [-0.439, 3.388, 2.551], [0.429, 2.941, 2.518], [0.341, 0.445, -2.655], [-0.769, 0.776, -2.827], [0.878, 0.405, -1.489], [1.137, 0.128, -3.625], [1.813, 0.050, -1.351], [0.359, 0.878, -0.762], [2.111, -0.099, -3.487], [0.874, 0.313, -4.582], [1.556, -2.960, 0.526], [1.829, -2.914, -0.620], [2.073, -3.828, 1.273], [0.666, -2.221, 1.160], [1.805, -3.928, 2.242], [2.745, -4.433, 0.823], [0.212, -1.449, 0.694], [0.620, -2.201, 2.168]],
  "fmax_ha_per_bohr": 0.1450,
  "energy_ha": -939.18183
}

Entry 6:
{
  "formula": "C2H12N2O2",
  "method": "wB97M-V/def2-TZVPD",
  "species": ["C", "N", "C", "N", "H", "H", "H", "H", "H", "H", "H", "H", "O", "H", "H", "O", "H", "H"],
  "positions_angstrom": [[-0.988, 0.675, 1.410], [0.004, 1.174, 0.428], [0.834, 0.130, -0.173], [-0.049, -1.014, -0.544], [-1.309, 1.476, 2.074], [-0.552, -0.154, 1.976], [-1.840, 0.276, 0.874], [0.649, 1.752, 0.960], [1.182, 0.493, -1.138], [1.646, -0.241, 0.455], [0.430, -1.501, -1.303], [-0.804, -0.617, -1.108], [1.520, -3.061, 0.104], [0.618, -2.798, 0.313], [1.670, -3.939, 0.432], [-0.708, 2.431, -1.867], [-0.733, 2.096, -0.934], [-1.569, 2.821, -1.958]],
  "fmax_ha_per_bohr": 0.0366,
  "energy_ha": -343.36266,
  "smiles": "CNCN.O.O"
}

Entry 7:
{
  "formula": "C2H12N2O2",
  "method": "wB97M-V/def2-TZVPD",
  "species": ["N", "C", "C", "N", "H", "H", "H", "H", "H", "H", "H", "H", "O", "H", "H", "O", "H", "H"],
  "positions_angstrom": [[-0.341, -0.192, 0.122], [-0.208, 0.936, -0.834], [-0.186, 0.325, -2.211], [0.833, -0.542, -2.616], [0.535, -0.518, 0.475], [-0.653, -0.924, -0.468], [-1.085, 1.518, -0.584], [0.659, 1.501, -0.567], [-0.025, 1.288, -2.718], [-1.220, -0.042, -2.502], [0.657, -1.494, -2.244], [0.709, -0.595, -3.635], [-1.760, 0.999, 2.548], [-1.693, 0.076, 2.233], [-2.285, 1.455, 1.831], [1.664, -1.247, 2.281], [1.709, -2.049, 2.809], [2.385, -0.657, 2.465]],
  "fmax_ha_per_bohr": 0.0880,
  "energy_ha": -343.34028,
  "smiles": "NCCN.O.O"
}

Entry 8:
{
  "formula": "C2H12N2O2",
  "method": "wB97M-V/def2-TZVPD",
  "species": ["N", "C", "C", "N", "H", "H", "H", "H", "H", "H", "H", "H", "O", "H", "H", "O", "H", "H"],
  "positions_angstrom": [[0.273, -3.023, 1.158], [0.883, -1.730, 0.582], [-0.050, -0.490, 0.609], [0.668, 0.811, 0.612], [0.115, -3.059, 2.221], [0.833, -3.809, 0.974], [1.638, -1.828, -0.230], [1.647, -1.470, 1.435], [-0.871, -0.448, -0.289], [-0.588, -0.477, 1.512], [1.190, 1.014, 1.541], [1.281, 1.107, -0.096], [-1.762, 3.070, 0.303], [-1.572, 2.382, 0.976], [-2.012, 2.610, -0.534], [-0.606, 1.369, -3.582], [-0.810, 1.960, -2.839], [-0.256, 2.010, -4.352]],
  "fmax_ha_per_bohr": 0.0914,
  "energy_ha": -343.31179,
  "smiles": "NCCN.O.O"
}

> What is the formula in the third record?

C2H11NO4